(P)
{"formula": "C9H11N2O", "method": "ωB97M-V/def2-TZVPD", "e_lumo_ev": [-4.69, -4.70], "charge": 1, "smiles": "[NH2+]=Cc1ccccc1NCC=O", "mol_weight_da": 163.2, "homo_ha": [-0.4492, -0.4492], "elements": ["H", "C", "C", "H", "H", "H", "C", "H", "C", "O", "H", "C", "H", "C", "H", "N", "N", "H", "C", "C", "H", "C", "H"], "xyz": [[-0.72, 2.43, 0.99], [-0.40, 0.21, -0.30], [0.06, -1.14, -0.78], [1.20, 2.85, 2.65], [-2.84, -2.74, -1.05], [-3.80, -0.59, -0.48], [-2.22, -1.86, -0.88], [1.37, 1.29, -0.69], [-2.65, -0.68, -0.46], [2.12, 1.29, 1.76], [3.32, -1.20, -0.09], [-1.82, 0.37, -0.16], [-2.36, 1.25, 0.20], [-0.90, -2.23, -1.01], [1.65, -2.49, -1.00], [0.45, 1.30, -0.21], [2.32, -0.96, 0.09], [0.71, 3.39, 0.32], [1.30, 2.15, 1.86], [0.33, 2.36, 0.71], [-0.69, -3.14, -1.67], [1.37, -1.53, -0.60], [2.22, -0.35, 0.81]]}

=====

(Q)
{"formula": "C9H11N2O", "method": "ωB97M-V/def2-TZVPD", "e_lumo_ev": -3.85, "charge": 1, "smiles": "N[C@]12C(O)=[NH+]C[C@]13C=CC=C[C@@H]32", "mol_weight_da": 163.2, "homo_ha": -0.4397, "elements": ["C", "H", "C", "H", "C", "C", "H", "H", "H", "N", "C", "N", "C", "O", "H", "H", "C", "H", "H", "C", "H", "H", "C"], "xyz": [[0.44, 0.82, -1.54], [1.82, 0.12, 1.43], [-0.61, -1.85, 0.50], [1.59, 3.12, 0.74], [0.17, -0.66, 0.64], [1.42, 1.68, -1.05], [0.40, 0.51, -2.50], [2.22, -1.15, 0.34], [2.17, 2.18, -1.66], [-1.67, -1.84, -0.31], [0.15, 1.84, 1.05], [1.55, -0.70, 0.93], [-0.60, 0.62, 0.79], [-0.35, -2.93, 1.17], [0.23, -2.97, 1.92], [-1.45, -0.85, -2.36], [-0.51, 0.24, -0.72], [-2.59, -0.09, -1.02], [-2.07, -2.77, -0.49], [-1.67, -0.68, -1.22], [-0.19, 2.33, 1.90], [-1.62, 0.75, 1.17], [1.17, 2.28, 0.28]]}

=====

Most stable pick: (P). Distance to second place: 34.6 kJ/mol.

=====

(P)
{"formula": "C4H6O5", "method": "ωB97M-V/def2-TZVPD", "e_lumo_ev": 0.40, "mol_weight_da": 134.1, "homo_ha": -0.3833, "elements": ["H", "H", "O", "O", "C", "H", "O", "C", "H", "O", "O", "H", "H", "C", "C"], "xyz": [[0.26, -1.78, -1.53], [1.55, 1.58, -0.56], [2.04, 0.38, -0.78], [-1.87, -0.28, -0.93], [-1.46, 0.48, -0.09], [1.72, -2.24, -0.62], [-2.23, 1.19, 0.74], [0.79, -1.69, -0.58], [0.38, 0.89, 2.17], [0.45, 1.95, -0.01], [0.32, 0.11, 1.60], [0.13, -2.08, 0.19], [-3.16, 1.01, 0.54], [1.05, -0.26, -0.35], [0.02, 0.72, 0.21]]}

=====

(Q)
{"formula": "C4H6O5", "method": "ωB97M-V/def2-TZVPD", "e_lumo_ev": 0.53, "smiles": "CC(=O)[C@]1(O)OC1(O)O", "mol_weight_da": 134.1, "homo_ha": -0.3427, "elements": ["H", "O", "H", "C", "C", "H", "H", "O", "H", "C", "O", "O", "H", "C", "O"], "xyz": [[-2.38, 0.29, -2.45], [-0.78, -0.27, 1.76], [2.00, -1.40, 1.27], [-1.23, 0.34, -0.95], [1.62, -0.44, 1.61], [1.00, -0.60, -2.02], [1.63, -0.39, 2.70], [-2.18, 0.99, -0.30], [-1.82, 1.28, 0.56], [0.23, -0.26, 1.09], [-1.62, -0.20, -2.10], [0.86, -0.96, -1.14], [2.27, 0.33, 1.18], [0.15, 0.00, -0.41], [0.25, 1.30, -0.79]]}

=====

Most stable pick: (P). Distance to second place: 57.5 kJ/mol.